[1]
C36H33N6O2Re | ωB97M-V/def2-TZVPD

Its net charge is +3. The calculation puts the energy above the lowest of the compared OMol25 structures with the same formula, charge and spin at 0.0 kJ/mol. Its HOMO-LUMO gap (alpha / beta) is 6.6 / 5.7 eV. The LUMO energy (alpha / beta) is -9.4 / -10.4 eV. Its multiplicity is 2.

Last column: Mulliken charge in e.
CARTESIAN COORDINATES (ANGSTROEM)
Re (-0.059, -0.064, 0.137)  3.128
C (-2.616, -1.914, 0.613)  -0.927
C (-2.697, -1.716, 2.102)  -1.468
C (-2.025, -0.514, 2.710)  0.973
C (-2.398, -0.243, 4.024)  -1.086
C (-1.854, 0.814, 4.718)  -0.591
C (-0.906, 1.588, 4.061)  -1.097
C (-0.568, 1.265, 2.772)  -0.238
N (-1.112, 0.240, 2.060)  0.264
N (-1.239, -1.967, 0.061)  -0.049
C (-1.387, -2.298, -1.392)  -1.275
C (-1.850, -1.076, -2.103)  0.735
C (-2.651, -1.159, -3.224)  -1.041
C (-3.157, 0.000, -3.786)  -0.627
C (-2.884, 1.195, -3.145)  -1.125
C (-2.070, 1.195, -2.031)  -0.635
N (-1.488, 0.089, -1.525)  -0.041
C (-0.418, -3.029, 0.679)  -1.323
C (0.953, -2.913, 0.071)  0.645
C (1.837, -3.967, -0.008)  -1.026
C (3.028, -3.804, -0.704)  -0.657
C (3.264, -2.591, -1.333)  -1.000
C (2.345, -1.570, -1.197)  -0.344
N (1.215, -1.706, -0.478)  0.410
H (-3.137, -1.110, 0.092)  0.410
H (-3.122, -2.851, 0.364)  0.339
H (-2.360, -2.609, 2.636)  0.404
H (-3.759, -1.644, 2.342)  0.705
H (-3.137, -0.884, 4.486)  0.556
H (-2.150, 1.027, 5.737)  0.486
H (-0.424, 2.430, 4.536)  0.519
H (0.188, 1.843, 2.274)  0.439
H (-2.103, -3.113, -1.509)  0.723
H (-0.439, -2.638, -1.800)  0.425
H (-2.891, -2.131, -3.635)  0.559
H (-3.783, -0.035, -4.667)  0.483
H (-3.308, 2.129, -3.486)  0.548
H (-1.922, 2.115, -1.504)  1.114
H (-0.838, -4.020, 0.478)  0.672
H (-0.397, -2.889, 1.759)  0.405
H (1.580, -4.914, 0.448)  0.583
H (3.737, -4.617, -0.782)  0.493
H (4.148, -2.428, -1.931)  0.545
H (2.502, -0.625, -1.695)  0.449
C (1.629, -1.048, 2.881)  -1.543
O (1.594, -0.220, 1.692)  0.615
C (2.765, 0.419, 1.359)  0.792
C (3.936, 0.361, 2.084)  -0.884
C (5.029, 1.090, 1.627)  -0.818
C (4.954, 1.868, 0.468)  -0.873
C (3.790, 1.927, -0.257)  -0.964
C (2.667, 1.191, 0.178)  0.628
N (1.451, 1.187, -0.444)  2.094
N (1.408, 1.934, -1.587)  -1.661
C (0.532, 2.870, -1.651)  0.712
C (-0.384, 3.138, -0.488)  -0.412
O (-0.613, 2.231, 0.338)  -0.147
C (-0.988, 4.423, -0.402)  -1.106
C (-0.916, 5.269, -1.459)  -0.702
C (-0.226, 4.961, -2.691)  0.462
C (-0.238, 5.860, -3.754)  -0.849
C (0.433, 5.555, -4.931)  -0.671
C (1.125, 4.359, -5.047)  -0.824
C (1.160, 3.458, -3.990)  -0.525
C (0.484, 3.751, -2.812)  1.004
H (1.922, -0.442, 3.735)  0.487
H (0.620, -1.416, 3.031)  0.261
H (2.327, -1.870, 2.730)  0.444
H (4.027, -0.224, 2.986)  0.553
H (5.954, 1.053, 2.187)  0.487
H (5.822, 2.423, 0.141)  0.481
H (3.722, 2.519, -1.158)  0.570
H (-1.564, 4.654, 0.483)  0.567
H (-1.430, 6.222, -1.409)  0.478
H (-0.769, 6.798, -3.657)  0.475
H (0.419, 6.255, -5.755)  0.442
H (1.646, 4.125, -5.965)  0.456
H (1.710, 2.532, -4.084)  0.505

***

[2]
C28H20F6N3O5S5SiTc | ωB97M-V/def2-TZVPD

Its net charge is +1. The calculation puts the energy above the lowest of the compared OMol25 structures with the same formula, charge and spin at 42.1 kJ/mol. Its HOMO-LUMO gap (alpha / beta) is 4.7 / 5.0 eV. The LUMO energy (alpha / beta) is -6.0 / -5.6 eV. Its multiplicity is 2.

Last column: Mulliken charge in e.
CARTESIAN COORDINATES (ANGSTROEM)
Tc (0.134, -1.465, 0.918)  1.007
F (-0.822, -5.753, -0.854)  -0.214
C (-0.683, -4.698, -1.635)  0.680
F (0.571, -4.297, -1.636)  -0.200
F (-1.091, -4.960, -2.850)  -0.187
S (-1.768, -3.305, -0.969)  1.384
O (-0.779, -2.173, -0.802)  -0.481
O (-2.807, -3.079, -1.896)  -0.543
N (-2.300, -3.786, 0.455)  -0.588
S (-1.390, -3.504, 1.679)  1.265
O (0.078, -3.548, 1.310)  -0.772
O (-1.654, -2.230, 2.342)  -0.520
C (-1.687, -4.913, 2.843)  0.577
F (-1.133, -5.976, 2.308)  -0.159
F (-2.978, -5.058, 2.989)  -0.153
F (-1.103, -4.582, 3.971)  -0.163
S (1.850, 1.744, -4.729)  -0.227
C (1.937, 0.580, -3.601)  0.120
S (2.202, 0.869, -1.902)  -0.011
C (2.018, -0.839, -1.596)  0.434
N (1.817, -1.563, -2.638)  -0.667
N (1.776, -0.794, -3.750)  0.744
C (1.586, -1.476, -5.009)  0.163
C (0.501, -2.324, -5.139)  -0.151
C (0.334, -3.029, -6.322)  -0.732
C (1.252, -2.883, -7.351)  -0.466
C (2.335, -2.025, -7.204)  -0.636
C (2.509, -1.315, -6.025)  -0.324
S (2.198, -1.527, -0.004)  -0.148
H (-0.201, -2.429, -4.321)  0.439
H (-0.517, -3.689, -6.439)  0.393
H (1.128, -3.443, -8.270)  0.395
H (3.054, -1.912, -8.005)  0.378
H (3.355, -0.654, -5.893)  0.467
O (0.201, 0.089, 1.713)  -0.169
Si (-0.082, 1.757, 2.094)  -0.573
C (-0.772, 2.419, 0.508)  0.572
C (-0.833, 1.652, -0.660)  0.014
C (-1.412, 2.143, -1.821)  -0.694
C (-1.949, 3.422, -1.828)  -0.695
C (-1.894, 4.205, -0.681)  -0.771
C (-1.311, 3.708, 0.476)  -0.119
C (1.546, 2.421, 2.626)  0.613
C (2.728, 1.683, 2.510)  -0.077
C (3.939, 2.209, 2.937)  -0.679
C (3.981, 3.479, 3.494)  -0.479
C (2.815, 4.226, 3.615)  -0.792
C (1.606, 3.701, 3.184)  -0.071
C (-1.311, 1.878, 3.446)  0.429
C (-0.901, 1.802, 4.783)  -0.225
C (-1.830, 1.877, 5.811)  -0.690
C (-3.180, 2.033, 5.516)  -0.446
C (-3.602, 2.113, 4.194)  -0.728
C (-2.674, 2.035, 3.163)  -0.220
H (-0.428, 0.644, -0.676)  0.295
H (-1.448, 1.533, -2.716)  0.527
H (-2.416, 3.807, -2.726)  0.401
H (-2.312, 5.205, -0.687)  0.419
H (-1.284, 4.334, 1.365)  0.347
H (2.706, 0.688, 2.084)  0.168
H (4.849, 1.629, 2.839)  0.424
H (4.922, 3.887, 3.842)  0.394
H (2.848, 5.217, 4.050)  0.410
H (0.701, 4.295, 3.286)  0.296
H (0.152, 1.693, 5.024)  0.404
H (-1.501, 1.813, 6.842)  0.416
H (-3.905, 2.094, 6.319)  0.399
H (-4.654, 2.237, 3.964)  0.416
H (-3.015, 2.104, 2.136)  0.380

***

[3]
C54H71InN3O | ωB97M-V/def2-TZVPD

Its net charge is -1. Its HOMO-LUMO gap is 6.9 eV. The LUMO energy is 2.1 eV.

Last column: Mulliken charge in e.
CARTESIAN COORDINATES (ANGSTROEM)
C (3.587, -3.162, 1.844)  -0.132
O (4.762, -2.802, 1.016)  -0.390
C (4.419, -1.744, 0.036)  -0.335
C (5.186, -0.314, 0.363)  -0.690
C (5.050, 0.099, 1.976)  -0.268
C (3.472, 0.488, 2.372)  0.476
C (3.314, 1.996, 2.906)  -0.330
C (2.296, 3.012, 2.188)  -0.730
In (1.086, 2.328, 0.440)  0.630
C (-0.612, 1.029, 1.230)  -0.795
C (-2.122, 1.623, 0.879)  -0.245
C (-3.165, 0.740, 1.837)  -0.816
C (-4.703, 0.675, 1.190)  -0.105
N (-5.247, -0.687, 1.563)  -0.329
C (-6.711, -0.660, 1.939)  0.367
N (-7.357, 0.311, 2.664)  -0.616
N (-7.554, -1.868, 1.489)  -0.659
H (3.500, -2.433, 2.757)  0.014
H (2.564, -3.107, 1.260)  0.228
H (3.676, -4.280, 2.238)  0.134
H (3.276, -1.508, -0.041)  0.194
H (4.793, -2.135, -1.023)  0.257
H (6.346, -0.493, 0.148)  0.321
H (4.840, 0.539, -0.360)  0.226
H (5.798, 0.981, 2.158)  0.384
H (5.386, -0.843, 2.628)  -0.122
H (2.829, 0.140, 1.469)  -0.150
H (3.209, -0.250, 3.273)  -0.062
H (4.396, 2.501, 2.902)  0.185
H (3.022, 1.945, 4.063)  0.064
H (2.917, 3.975, 1.851)  0.073
H (1.544, 3.426, 3.017)  0.208
H (2.145, 1.208, -0.548)  -0.394
H (0.560, 3.639, -0.672)  -0.432
H (-0.569, -0.084, 0.873)  0.199
H (-0.555, 0.997, 2.422)  0.200
H (-2.297, 1.454, -0.268)  0.035
H (-2.182, 2.773, 1.100)  0.266
H (-2.725, -0.360, 1.828)  0.342
H (-3.173, 1.146, 2.934)  0.220
H (-5.275, 1.584, 1.663)  0.294
H (-4.683, 0.873, 0.013)  0.123
H (-4.734, -0.986, 2.430)  0.322
H (-8.380, 0.030, 2.754)  0.307
H (-6.954, -2.702, 1.764)  0.156
H (-7.506, -1.844, 0.444)  0.308
C (-2.402, 0.094, -3.727)  -0.616
C (-3.278, -0.070, -2.655)  -0.329
C (-4.656, -0.044, -2.869)  -0.417
C (-5.158, 0.136, -4.158)  -0.409
C (-4.282, 0.296, -5.231)  -0.495
C (-2.904, 0.279, -5.016)  -0.148
H (-1.329, 0.077, -3.560)  0.462
H (-2.887, -0.217, -1.651)  0.538
H (-5.339, -0.165, -2.032)  0.364
H (-6.232, 0.151, -4.325)  0.371
H (-4.673, 0.435, -6.236)  0.364
H (-2.222, 0.409, -5.851)  0.380
C (1.524, 4.714, -5.468)  -0.539
C (1.131, 3.690, -6.330)  -0.319
C (0.030, 2.895, -6.013)  0.006
C (-0.684, 3.130, -4.838)  -0.070
C (-0.294, 4.156, -3.978)  -0.614
C (0.812, 4.946, -4.290)  -0.400
H (2.383, 5.332, -5.714)  0.361
H (1.684, 3.512, -7.248)  0.273
H (-0.271, 2.093, -6.681)  0.218
H (-1.545, 2.513, -4.593)  0.260
H (-0.852, 4.340, -3.063)  0.368
H (1.119, 5.742, -3.618)  0.414
C (4.668, 0.976, 6.829)  -0.498
C (5.165, 0.194, 5.787)  -0.119
C (5.122, -1.197, 5.875)  -0.358
C (4.571, -1.807, 7.003)  -0.435
C (4.070, -1.025, 8.043)  -0.377
C (4.122, 0.366, 7.959)  -0.367
H (4.705, 2.060, 6.761)  0.379
H (5.588, 0.670, 4.905)  0.337
H (5.516, -1.806, 5.066)  0.383
H (4.532, -2.891, 7.069)  0.372
H (3.639, -1.500, 8.921)  0.348
H (3.737, 0.975, 8.772)  0.355
C (0.643, -7.488, 3.425)  -0.309
C (1.026, -6.267, 3.979)  -0.490
C (2.300, -6.117, 4.525)  -0.359
C (3.196, -7.186, 4.508)  -0.405
C (2.815, -8.406, 3.951)  -0.323
C (1.537, -8.559, 3.413)  -0.385
H (-0.351, -7.606, 3.003)  0.353
H (0.330, -5.432, 3.986)  0.367
H (2.596, -5.167, 4.963)  0.506
H (4.191, -7.068, 4.929)  0.348
H (3.514, -9.239, 3.937)  0.345
H (1.238, -9.512, 2.984)  0.344
C (-7.932, -4.771, 3.810)  0.108
C (-7.435, -5.553, 2.768)  -0.263
C (-7.478, -6.944, 2.856)  -0.493
C (-8.029, -7.554, 3.984)  -0.393
C (-8.530, -6.772, 5.024)  -0.293
C (-8.478, -5.381, 4.940)  -0.597
H (-7.895, -3.687, 3.742)  0.289
H (-7.012, -5.078, 1.886)  0.278
H (-7.084, -7.553, 2.047)  0.347
H (-8.068, -8.638, 4.050)  0.343
H (-8.961, -7.248, 5.902)  0.346
H (-8.863, -4.772, 5.753)  0.350
C (3.056, 6.613, -0.834)  -0.373
C (3.674, 7.514, -1.700)  -0.406
C (3.754, 8.864, -1.362)  -0.368
C (3.223, 9.313, -0.152)  -0.307
C (2.608, 8.411, 0.716)  -0.469
C (2.521, 7.062, 0.374)  -0.244
H (2.991, 5.561, -1.099)  0.425
H (4.094, 7.163, -2.640)  0.373
H (4.230, 9.568, -2.040)  0.342
H (3.290, 10.364, 0.114)  0.339
H (2.196, 8.760, 1.660)  0.349
H (2.037, 6.360, 1.048)  0.342
C (0.121, 2.253, -11.406)  -0.480
C (0.350, 2.118, -10.037)  -0.179
C (1.265, 1.174, -9.572)  -0.183
C (1.959, 0.371, -10.478)  -0.514
C (1.732, 0.509, -11.847)  -0.332
C (0.810, 1.446, -12.312)  -0.349
H (-0.595, 2.987, -11.768)  0.351
H (-0.186, 2.748, -9.332)  0.308
H (1.438, 1.064, -8.505)  0.342
H (2.676, -0.362, -10.117)  0.352
H (2.274, -0.116, -12.553)  0.344
H (0.630, 1.550, -13.378)  0.346

***

[4]
C10H23LaN7OP2 | ωB97M-V/def2-TZVPD

Its net charge is +2. The calculation puts the energy above the lowest of the compared OMol25 structures with the same formula, charge and spin at 698.6 kJ/mol. Its HOMO-LUMO gap (alpha / beta) is 8.0 / 5.0 eV. The LUMO energy (alpha / beta) is -6.2 / -9.1 eV. Its multiplicity is 2.

Last column: Mulliken charge in e.
CARTESIAN COORDINATES (ANGSTROEM)
La (0.209, 0.029, 0.621)  0.775
P (1.215, 2.370, 0.563)  -0.234
P (2.247, -1.573, 0.809)  -0.225
N (-1.395, 1.028, -0.515)  -0.064
N (-0.637, -1.683, -0.475)  0.181
H (-3.132, 0.442, -1.335)  0.471
H (-2.555, -2.123, -0.930)  0.557
H (-2.855, -0.120, 0.370)  0.308
C (-2.425, 0.012, -0.634)  -0.628
H (-1.650, -1.252, -2.229)  0.312
C (-1.855, -1.319, -1.150)  -0.871
H (-2.128, 2.654, -1.359)  0.449
H (-0.512, -3.675, -0.711)  0.471
C (-1.261, 2.244, -0.841)  0.007
C (0.035, -2.808, -0.323)  -0.053
H (-0.360, 4.019, -0.064)  0.573
C (-0.046, 3.087, -0.556)  -0.728
H (0.486, 3.303, -1.492)  0.301
H (3.292, -1.081, 0.021)  0.122
H (2.620, -1.538, 2.179)  0.157
H (2.517, 2.504, 0.046)  0.141
H (1.126, 3.018, 1.845)  0.206
O (1.465, 0.556, -1.393)  -0.441
C (1.010, 0.171, -2.670)  1.195
C (1.343, 1.336, -3.575)  -1.453
C (1.730, -1.116, -3.017)  -1.282
H (-0.091, -0.008, -2.684)  -0.284
H (0.742, 2.212, -3.324)  0.284
H (2.396, 1.595, -3.441)  0.355
H (1.160, 1.051, -4.600)  0.430
H (1.538, -1.911, -2.290)  0.262
H (1.419, -1.452, -3.998)  0.414
H (2.807, -0.926, -3.023)  0.338
C (1.329, -2.898, 0.285)  -0.739
H (1.762, -3.879, 0.394)  0.440
N (-1.596, 0.702, 5.788)  -0.609
N (-1.320, 0.051, 4.622)  1.223
N (-1.536, -1.297, 4.467)  -0.779
C (-1.117, -1.487, 3.224)  -0.226
N (-0.683, -0.343, 2.665)  0.121
N (-0.812, 0.653, 3.587)  -0.524
H (-1.402, 1.696, 5.866)  0.264
H (-1.976, 0.193, 6.585)  0.293
H (-1.104, -2.437, 2.693)  0.491

***

no.,M (g/mol)
1,767.9
2,878.9
3,893.0
4,458.2